{
  "formula": "C8H35N16O9",
  "method": "ωB97M-V/def2-TZVPD",
  "total_charge": 1,
  "e_homo_ha": -0.407,
  "lumo_energy_ev": -2.44,
  "multiplicity": 1,
  "de_lowest_ev": 8.978,
  "species": ["O", "H", "H", "H", "C", "O", "N", "N", "H", "H", "H", "H", "C", "O", "N", "N", "H", "H", "H", "H", "C", "O", "N", "N", "H", "H", "H", "H", "C", "O", "N", "N", "H", "H", "H", "H", "C", "O", "N", "N", "H", "H", "H", "H", "C", "O", "N", "N", "H", "H", "H", "H", "C", "O", "N", "N", "H", "H", "H", "H", "C", "O", "N", "N", "H", "H", "H", "H"],
  "coordinates": [[-0.10044, -0.66771, -0.16784], [-0.84515, -0.25639, -0.61261], [0.57390, -0.00621, 0.00331], [0.36935, -1.30116, -0.71523], [-3.52674, 1.50346, -3.24292], [-2.67865, 1.24250, -2.34716], [-3.35560, 1.30995, -4.57508], [-4.79937, 1.66913, -2.95086], [-4.02596, 1.64521, -5.25209], [-2.54271, 0.76922, -4.83377], [-5.12426, 1.50877, -2.00808], [-5.57929, 1.59781, -3.58864], [4.38903, -2.99722, -1.63091], [3.56798, -2.17419, -1.37477], [5.67983, -2.87336, -1.39301], [4.03988, -4.17401, -2.01997], [5.97903, -2.26599, -0.64355], [6.21359, -3.54682, -1.92372], [4.66022, -4.80676, -2.50464], [3.03171, -4.22002, -2.05957], [-1.12147, -3.62009, -3.25407], [-1.93333, -3.00598, -2.63302], [-0.52401, -2.99804, -4.18432], [-0.60872, -4.75746, -3.02041], [-0.93275, -2.10746, -4.42909], [0.04350, -3.52543, -4.83231], [-1.14024, -5.29713, -2.35231], [-0.05733, -5.10079, -3.79384], [2.13645, -5.03092, 1.58797], [1.55734, -3.94273, 1.56187], [3.38291, -5.22580, 1.83726], [1.69782, -6.20096, 1.17825], [4.02438, -6.00576, 1.82074], [3.74780, -4.29300, 1.96703], [2.34007, -6.97985, 1.20906], [0.73603, -6.21549, 0.87028], [0.06852, 1.72296, 4.42481], [-0.53448, 1.15927, 3.55688], [1.26628, 2.19344, 4.38739], [-0.29029, 2.03314, 5.63907], [1.69644, 2.14625, 3.47480], [1.88086, 2.42729, 5.15401], [-1.23497, 1.94604, 5.98563], [0.45409, 2.57773, 6.05066], [3.27614, 3.17561, -0.33271], [2.33618, 2.46591, -0.11909], [3.43669, 4.42749, 0.04964], [4.41540, 2.80053, -0.75051], [2.62579, 5.02069, 0.15281], [4.27822, 4.95941, -0.12062], [4.69862, 1.90371, -1.11876], [5.17028, 3.46531, -0.84169], [-1.99602, 5.36653, 1.69978], [-2.55898, 4.94735, 2.71789], [-1.44977, 4.49417, 0.87542], [-1.83811, 6.55578, 1.23555], [-1.37560, 3.56555, 1.26562], [-1.11927, 4.77082, -0.03800], [-1.04308, 6.80430, 0.66435], [-2.25909, 7.28668, 1.79112], [-5.37133, 0.28510, 1.60863], [-6.32536, -0.11421, 1.01128], [-4.15229, -0.24498, 1.59782], [-5.29961, 1.39234, 2.27409], [-3.39906, 0.17222, 2.12573], [-4.03904, -1.18740, 1.25272], [-4.45291, 1.89520, 2.49839], [-6.13896, 1.93663, 2.13502]],
  "atomic_forces_ev_per_a": [[0.5, -0.2, 0.7], [-1.1, 0.3, -0.8], [0.6, 1.2, 0.7], [0.0, -1.2, -0.8], [1.3, -2.9, 1.4], [-0.6, 0.9, -1.8], [1.4, 0.2, -0.6], [-3.2, 1.0, 1.6], [0.3, -0.3, 0.1], [-0.2, 0.5, -0.3], [0.6, 0.3, 0.1], [0.6, 0.0, -0.4], [0.7, 1.3, 1.4], [-2.3, 2.8, 1.0], [2.4, 0.4, -0.3], [-1.9, -3.9, -2.0], [0.4, -0.1, -0.7], [0.9, 0.5, 1.0], [-0.5, -0.1, 0.2], [0.2, -0.7, -0.6], [-1.4, 2.6, 1.3], [-3.1, 0.8, 3.0], [3.0, 3.1, -5.6], [1.1, -5.1, 1.6], [0.3, -0.3, -0.3], [-0.1, 0.8, -0.3], [0.5, -0.7, -0.4], [-0.2, -1.1, 0.8], [-2.0, 0.3, -1.7], [0.1, -0.7, 0.3], [5.7, 3.5, 2.3], [-3.5, -1.9, -1.1], [-0.7, 0.1, -0.1], [1.2, -0.3, 0.4], [-1.0, -0.1, -0.3], [0.2, -0.8, 0.1], [-1.5, -0.4, 0.9], [-1.1, -0.9, -1.8], [6.7, 1.2, -4.3], [-2.9, 0.1, 3.8], [0.4, 0.0, 0.2], [-0.4, -0.2, -0.4], [0.4, 0.1, 0.1], [-1.7, 0.1, 1.2], [-0.8, 0.2, 1.6], [-2.7, -1.2, -0.1], [-1.8, 4.8, 1.4], [6.5, -3.1, -3.3], [0.0, -0.3, 0.2], [-0.3, -0.3, -0.1], [-0.8, -0.1, 0.3], [-0.3, -0.2, 0.0], [-0.8, -3.8, 2.0], [0.0, 1.3, -0.2], [1.3, -2.6, -1.3], [-0.5, 5.5, -0.1], [0.2, 0.0, -0.6], [0.0, -0.6, 0.3], [-0.4, -0.1, 0.2], [0.2, 0.2, -0.2], [1.7, -0.7, -1.0], [-1.9, -1.1, -0.8], [2.6, -2.7, -0.7], [-2.1, 4.6, 2.2], [-0.2, -0.4, 0.0], [0.1, 0.2, 0.1], [-0.2, -0.2, -0.1], [0.3, 0.4, 0.4]]
}



{
  "formula": "C3H5NO2",
  "method": "ωB97M-V/def2-TZVPD",
  "e_homo_ha": -0.308,
  "lumo_energy_ev": 0.59,
  "multiplicity": 1,
  "de_lowest_ev": 4.818,
  "species": ["N", "C", "C", "O", "C", "O", "H", "H", "H", "H", "H"],
  "coordinates": [[-0.44043, -0.25205, 2.11428], [-0.19108, 0.02604, 0.88844], [1.06759, 0.43258, 0.09053], [0.76092, 0.46514, -1.23013], [-0.35852, -0.40872, -1.33682], [-1.08875, -0.25115, -0.15283], [-1.10785, -1.02323, 2.12629], [0.14132, 1.29838, 0.76613], [1.98066, 0.99605, 0.29090], [-0.96286, -0.09663, -2.18615], [0.00197, -1.44103, -1.43452]],
  "atomic_forces_ev_per_a": [[0.5, -0.1, -0.4], [1.0, -1.4, -0.4], [-1.7, 1.5, 1.1], [-0.2, 0.0, 0.0], [-0.1, -0.2, -0.4], [-0.1, -0.1, 0.1], [-0.3, 0.5, 0.2], [1.1, 0.4, -0.9], [-0.3, -0.6, 0.7], [0.0, -0.1, 0.0], [-0.1, 0.1, 0.0]]
}



{
  "formula": "CH18Na3O12",
  "method": "ωB97M-V/def2-TZVPD",
  "total_charge": 1,
  "e_homo_ha": -0.434,
  "lumo_energy_ev": -7.60,
  "multiplicity": 1,
  "de_lowest_ev": 5.247,
  "species": ["Na", "Na", "Na", "C", "O", "O", "O", "O", "H", "H", "O", "H", "H", "O", "H", "H", "O", "H", "H", "O", "H", "H", "O", "H", "H", "O", "H", "H", "O", "H", "H", "O", "H", "H"],
  "coordinates": [[-5.88801, 0.37055, -10.10465], [-6.17016, 1.78646, -7.20079], [-3.39699, 2.60738, -8.69242], [-4.23838, -0.64620, -7.45733], [-5.20243, -1.40329, -7.75521], [-3.61210, -0.75659, -6.37941], [-4.01550, 0.24855, -8.28810], [-5.97466, -1.40923, -4.85286], [-6.55114, -1.82774, -5.49220], [-5.20402, -1.15012, -5.35805], [-6.27439, -3.35168, -9.53515], [-5.73066, -4.13516, -9.45308], [-5.88938, -2.72692, -8.92059], [-2.41637, 1.46095, -5.04798], [-2.82600, 0.76838, -5.56642], [-3.00819, 2.20817, -5.13546], [-2.66089, -1.37029, -3.88404], [-3.21352, -1.27837, -4.66016], [-1.76588, -1.34803, -4.22271], [-3.86655, -3.83949, -6.49539], [-3.99925, -2.91435, -6.70216], [-4.41992, -4.30701, -7.12106], [-7.85876, -0.81212, -7.26584], [-8.08324, -0.36958, -8.08436], [-7.01264, -1.22435, -7.44011], [-1.13719, -2.25774, -6.35543], [-0.98471, -2.29673, -7.29961], [-2.06503, -2.46963, -6.25322], [-2.89238, -2.88714, -9.24431], [-3.42773, -2.23927, -8.78619], [-2.50017, -2.40356, -9.97132], [-1.18319, 0.45133, -7.38103], [-1.16648, 0.38251, -6.42645], [-2.05985, 0.15653, -7.62757]],
  "atomic_forces_ev_per_a": [[0.5, -1.5, 0.1], [-0.3, -1.1, 1.2], [1.4, -0.9, 0.4], [-1.7, -2.6, 3.1], [-1.6, -1.3, -0.6], [0.1, 0.5, -0.4], [0.9, 6.6, -4.1], [-0.5, 0.5, 0.3], [-0.1, -0.3, 0.1], [0.5, -0.2, -0.1], [-0.5, 0.2, -0.4], [0.2, -0.2, -0.1], [0.4, 0.2, 0.5], [0.1, 0.8, 0.1], [-0.4, -0.9, -0.1], [0.0, 0.3, 0.3], [-0.1, 0.0, 0.6], [0.0, -0.2, 0.0], [0.3, -0.1, -0.1], [0.2, -0.2, 0.2], [-0.4, 0.2, 0.1], [0.0, -0.2, -0.1], [-0.4, 1.4, 0.2], [-0.6, -0.4, -0.4], [1.0, -0.6, -0.1], [0.4, 0.2, 0.3], [0.1, -0.1, -0.2], [-0.1, -0.4, 0.1], [0.1, -0.1, -0.1], [-0.3, 0.0, 0.1], [0.2, 0.0, -0.3], [0.3, 0.9, -1.1], [0.2, -0.1, 0.3], [0.0, -0.4, 0.2]]
}



{
  "formula": "C3H9N2O",
  "method": "ωB97M-V/def2-TZVPD",
  "total_charge": 1,
  "e_homo_ha": -0.585,
  "lumo_energy_ev": -5.04,
  "multiplicity": 1,
  "de_lowest_ev": 6.517,
  "species": ["C", "C", "C", "N", "N", "O", "H", "H", "H", "H", "H", "H", "H", "H", "H"],
  "coordinates": [[2.23282, -0.93004, 0.14038], [-1.95218, 1.20993, -0.07359], [1.27086, 0.22149, 0.01047], [-0.57708, -0.62077, -0.11149], [-1.78944, -0.25420, -0.08638], [-2.76547, -0.96629, 0.01357], [2.43260, -1.46570, -0.77282], [3.16997, -0.46483, 0.55635], [1.75079, -1.56542, 0.89247], [-2.37922, 1.48792, -1.03868], [-0.96800, 1.71594, 0.08413], [-2.71476, 1.80610, 0.57966], [1.39283, 0.68757, 0.99731], [1.13560, 0.68912, -0.95856], [-0.23933, -1.55082, -0.23282]],
  "atomic_forces_ev_per_a": [[-0.8, 0.6, -0.1], [-0.5, 3.3, 0.1], [-0.4, -1.2, 0.1], [3.7, 1.4, 0.1], [-1.1, 0.4, 1.8], [0.8, 0.0, -0.6], [0.1, -0.2, -0.2], [-0.8, -0.6, -0.3], [0.7, -0.3, 0.1], [0.5, -0.3, -0.4], [-0.9, -0.7, -0.3], [1.2, -2.4, -0.3], [-1.4, 0.8, -0.7], [0.2, 0.5, 0.5], [-1.3, -1.4, 0.0]]
}



{
  "formula": "C3H14N2O2",
  "method": "ωB97M-V/def2-TZVPD",
  "e_homo_ha": -0.344,
  "smiles": "CCNCN.O.O",
  "lumo_energy_ev": 0.67,
  "multiplicity": 1,
  "de_lowest_ev": 0.641,
  "species": ["C", "C", "N", "C", "N", "H", "H", "H", "H", "H", "H", "H", "H", "H", "H", "H", "H", "O", "H", "H", "O"],
  "coordinates": [[-2.54322, -0.59137, -0.10623], [-1.08338, -0.72487, 0.29414], [-0.28877, 0.25600, -0.44160], [1.17507, 0.18866, -0.23256], [1.87526, 0.96487, -1.19508], [-2.60998, -0.40387, -1.17932], [-3.10524, -1.46487, 0.11298], [-3.01500, 0.23303, 0.41896], [-0.72500, -1.74022, 0.12849], [-0.96893, -0.50318, 1.35207], [-0.41250, 0.06420, -1.42937], [1.36581, 0.57578, 0.77323], [1.53429, -0.84337, -0.24246], [1.56065, 1.91612, -1.29739], [2.06510, 0.54193, -2.08363], [2.29280, -3.19386, 1.71092], [2.01203, -2.35725, 2.93144], [1.57163, -2.95429, 2.30954], [-1.53206, 3.35683, -0.30318], [-0.66016, 2.12933, -0.56366], [-0.93729, 2.98806, -0.96352]],
  "atomic_forces_ev_per_a": [[0.5, 0.7, -0.2], [0.0, 0.4, 0.1], [0.4, -0.2, -0.2], [-0.7, 0.1, 0.4], [0.7, 0.3, 0.1], [-0.1, 0.0, 0.0], [-0.4, -0.9, 0.2], [0.0, 0.2, -0.1], [0.1, -0.2, 0.0], [0.1, -0.1, 0.2], [-0.2, 0.1, -0.2], [0.0, 0.0, 0.0], [0.1, -0.1, -0.1], [-0.1, 0.0, 0.0], [-0.2, -0.2, -0.1], [-0.3, -0.1, 0.0], [-0.3, -0.1, -0.1], [0.5, 0.2, 0.0], [0.0, 0.1, -0.1], [-0.3, 0.1, -0.4], [0.2, -0.2, 0.4]]
}



{
  "formula": "C2H2N3S2",
  "method": "ωB97M-V/def2-TZVPD",
  "total_charge": 1,
  "e_homo_ha": [-0.466, -0.514],
  "lumo_energy_ev": [-5.70, -7.36],
  "multiplicity": 3,
  "de_lowest_ev": 0.000,
  "species": ["C", "C", "N", "N", "N", "S", "S", "H", "H"],
  "coordinates": [[1.16343, -0.37661, -0.57934], [2.18687, -1.02480, -1.17268], [-0.80688, 0.61767, 0.46912], [-2.93883, 1.40776, 1.58073], [0.09902, -0.08256, 0.02452], [2.22323, -2.66784, -1.39743], [-2.02711, 0.24097, 1.45604], [3.02332, -0.43108, -1.52815], [-2.92305, 2.31650, 1.14719]],
  "atomic_forces_ev_per_a": [[-5.3, 1.2, 3.0], [-0.2, 0.8, 0.2], [-1.1, 1.4, 0.4], [-0.6, -0.4, 0.7], [6.3, -2.4, -3.2], [0.1, -0.8, -0.1], [0.3, -0.1, -0.5], [0.1, 0.0, -0.1], [0.3, 0.2, -0.3]]
}



{
  "formula": "C2H3ClO2",
  "method": "ωB97M-V/def2-TZVPD",
  "e_homo_ha": -0.364,
  "smiles": "C=C=O.OCl",
  "lumo_energy_ev": -0.39,
  "multiplicity": 1,
  "de_lowest_ev": 4.151,
  "species": ["C", "C", "O", "O", "Cl", "H", "H", "H"],
  "coordinates": [[0.54736, -0.50141, -0.43809], [0.82179, -0.66191, 0.86659], [0.84001, -0.69013, -1.60486], [-1.30546, 1.18041, -1.11426], [-2.13889, 0.46108, 0.19399], [0.06851, -0.73858, 1.65007], [-0.40120, 0.99891, -0.89792], [1.56788, -0.04836, 1.34447]],
  "atomic_forces_ev_per_a": [[4.3, -2.8, -3.0], [-1.7, 1.1, 0.7], [-2.1, 1.2, 4.0], [-2.0, 0.2, 0.4], [-0.1, 0.5, -0.7], [-0.4, -0.6, -0.7], [1.0, 0.2, 0.1], [0.9, 0.2, -0.7]]
}



{
  "formula": "C13H8AuN2S5",
  "method": "ωB97M-V/def2-TZVPD",
  "total_charge": 1,
  "e_homo_ha": [-0.405, -0.409],
  "lumo_energy_ev": [-6.18, -6.14],
  "multiplicity": 1,
  "species": ["Au", "S", "C", "S", "C", "C", "S", "S", "S", "C", "C", "C", "C", "N", "C", "C", "C", "C", "C", "C", "N", "H", "H", "H", "H", "H", "H", "H", "H"],
  "coordinates": [[-1.76462, -0.49718, 0.05681], [-2.85076, 4.53463, 5.10800], [-2.68478, 3.43618, 3.90880], [-1.96392, 3.81530, 2.36281], [-2.17384, 2.24127, 1.65165], [-2.73672, 1.26468, 2.46404], [-3.03259, -0.35903, 2.05226], [-3.20606, 1.77748, 4.06060], [-1.72585, 2.07964, 0.02606], [-0.54148, -0.66932, -4.15729], [0.84020, -0.74776, -4.09532], [1.45073, -0.89383, -2.86206], [0.67816, -0.91290, -1.70073], [-0.65748, -0.81746, -1.78446], [-1.24901, -0.71906, -2.96770], [1.28212, -1.00805, -0.35873], [2.66060, -1.06200, -0.14976], [3.15162, -1.07848, 1.14600], [2.26178, -1.07529, 2.20923], [0.90681, -1.05911, 1.92057], [0.44569, -1.01557, 0.68374], [-1.06061, -0.55792, -5.09526], [1.43688, -0.69137, -4.99245], [2.52180, -0.98061, -2.81225], [-2.32829, -0.67134, -2.97056], [3.35634, -1.08284, -0.97134], [4.21525, -1.09125, 1.32520], [2.60178, -1.07973, 3.23257], [0.16624, -1.07908, 2.70959]],
  "atomic_forces_ev_per_a": [[-0.3, -0.3, 0.8], [0.1, -0.8, -0.8], [0.0, 1.0, 0.9], [-0.2, -0.5, 0.1], [1.6, 2.3, -3.4], [-1.4, -3.4, 1.7], [0.3, 1.5, -0.2], [0.1, 0.0, -0.4], [-0.5, 0.5, 1.8], [0.1, 0.0, 0.2], [-0.2, 0.0, 0.1], [-0.2, 0.0, 0.2], [0.0, 0.0, -0.9], [0.1, -0.3, 0.2], [-0.1, 0.0, -0.6], [0.5, -0.1, 0.7], [-0.2, 0.0, 0.0], [-0.2, 0.0, 0.1], [0.0, 0.0, -0.2], [0.3, 0.0, 0.3], [0.0, 0.0, -0.5], [-0.1, 0.0, -0.1], [0.1, -0.1, -0.1], [0.1, 0.0, 0.0], [0.0, 0.0, 0.1], [0.0, 0.0, -0.1], [0.1, 0.0, 0.0], [0.0, 0.0, 0.1], [0.0, 0.0, 0.0]]
}



Number 1: electronic energy -1878.9194 Ha. Number 2: electronic energy -322.3973 Ha. Number 3: electronic energy -1438.4587 Ha. Number 4: electronic energy -304.0109 Ha. Number 5: electronic energy -382.6762 Ha. Number 6: electronic energy -1037.5589 Ha. Number 7: electronic energy -688.5316 Ha. Number 8: electronic energy -2736.0915 Ha.